No. 1
Density functional theory data (ωB97M-V/def2-TZVPD) for a molecular structure, C2HO3Sm.

As for the net charge: +1. As for the expectation value of S²: 12.0093. The relative energy (zero: lowest compared OMol25 entry of this formula, charge and spin) is 189.1 kJ/mol. The value obtained for the LUMO energy (alpha / beta) is -5.62 / -5.51 eV. The calculation puts the HOMO energy (alpha / beta) at -0.435 / -0.436 Eh. For the HOMO-LUMO gap (alpha / beta), the calculation gives 6.2 / 6.3 eV. Its multiplicity is 7.

Element x y z (Å)
O: -1.917 0.216 0.062
O: 1.091 -1.426 0.033
O: 0.068 0.913 -0.136
C: -0.161 -1.547 0.013
C: -0.811 -0.132 -0.302
Sm: 2.366 0.381 0.016
H: -0.634 1.596 0.315

Results of the Löwdin charge analysis, in e, for atoms 1 through 5:
1 O 0.112
2 O -0.331
3 O -0.198
4 C -0.027
5 C -0.490

***

No. 2
Density functional theory data (ωB97M-V/def2-TZVPD) for a molecular structure, C23H27Br2N5OPd.

As for the net charge: -2. The relative energy (zero: lowest compared OMol25 entry of this formula, charge and spin) is 0.0 kJ/mol. The value obtained for the LUMO energy is 3.92 eV. The calculation puts the HOMO energy at 0.021 Eh. For the HOMO-LUMO gap, the calculation gives 3.3 eV.

Element x y z (Å)
Pd: 0.872 -1.198 0.275
Br: 0.900 3.670 6.032
C: 0.444 2.338 4.731
C: -0.849 1.865 4.642
C: -1.188 0.899 3.703
C: -0.218 0.353 2.792
C: 1.107 0.885 2.937
C: 1.427 1.837 3.867
N: -0.467 -0.557 1.855
C: -1.764 -1.080 1.717
C: -2.067 -1.804 0.604
C: -3.372 -2.374 0.331
C: -3.583 -3.116 -0.782
C: -2.516 -3.353 -1.698
C: -1.305 -2.759 -1.402
N: -1.056 -1.996 -0.343
H: -1.612 2.248 5.310
H: -2.213 0.557 3.679
H: 1.853 0.487 2.260
H: 2.445 2.206 3.934
H: -2.513 -0.947 2.489
H: -4.172 -2.188 1.039
H: -4.568 -3.532 -0.975
H: -2.643 -3.944 -2.595
H: -0.455 -2.898 -2.065
N: -2.036 1.722 0.070
C: -2.541 2.922 0.396
N: -2.841 3.065 1.752
O: -2.748 3.842 -0.396
H: -1.886 1.000 0.764
H: -1.663 1.537 -0.852
H: -2.287 2.508 2.392
H: -2.913 4.036 2.009
Br: -3.978 -1.547 -5.069
C: -2.354 -0.939 -4.301
C: -1.144 -1.417 -4.763
C: 0.008 -0.958 -4.147
C: -0.105 -0.038 -3.115
N: -1.276 0.428 -2.693
C: -2.387 -0.028 -3.258
H: -1.108 -2.143 -5.565
H: 0.982 -1.322 -4.444
H: 0.771 0.319 -2.591
H: -3.326 0.343 -2.864
C: 4.725 -0.683 -1.363
C: 3.770 -0.063 -0.334
C: 3.123 1.182 -0.939
C: 4.584 0.357 0.899
C: 2.733 -1.103 0.066
H: 5.472 0.046 -1.701
H: 4.163 -1.034 -2.232
H: 5.250 -1.541 -0.934
H: 3.862 1.969 -1.135
H: 2.353 1.566 -0.267
H: 2.636 0.925 -1.882
H: 5.370 1.075 0.630
H: 5.056 -0.514 1.363
H: 3.938 0.824 1.644
H: 3.309 -1.935 0.523

Results of the natural (NBO) charge analysis, in e, for atoms 1 through 5:
1 Pd 0.372
2 Br -0.070
3 C -0.199
4 C -0.230
5 C -0.410

***

No. 3
Density functional theory data (ωB97M-V/def2-TZVPD) for a molecular structure, C36H39HgN6PS.

As for the net charge: +1. As for the expectation value of S²: 0.7555. The relative energy (zero: lowest compared OMol25 entry of this formula, charge and spin) is 0.0 kJ/mol. The value obtained for the LUMO energy (alpha / beta) is -1.91 / -3.49 eV. The calculation puts the HOMO energy (alpha / beta) at -0.331 / -0.383 Eh. For the HOMO-LUMO gap (alpha / beta), the calculation gives 7.1 / 6.9 eV. Its multiplicity is 2.

Element x y z (Å)
Hg: 0.559 0.089 0.960
N: -0.988 -2.492 -1.364
C: 0.026 -3.138 -2.054
C: -0.295 -4.252 -2.840
C: 0.659 -4.873 -3.617
C: 1.969 -4.403 -3.641
C: 2.295 -3.306 -2.871
C: 1.347 -2.659 -2.070
P: 1.826 -1.199 -1.100
C: 1.527 0.191 -2.240
C: 2.066 1.444 -1.935
C: 1.762 2.548 -2.715
C: 0.896 2.421 -3.795
C: 0.349 1.182 -4.096
C: 0.668 0.068 -3.327
C: 3.621 -1.305 -0.898
C: 4.113 -1.901 0.261
C: 5.480 -2.038 0.452
C: 6.363 -1.564 -0.507
C: 5.880 -0.959 -1.661
C: 4.514 -0.833 -1.859
H: -1.829 -3.026 -1.217
H: -0.723 -1.930 -0.572
H: -1.315 -4.619 -2.837
H: 0.379 -5.731 -4.214
H: 2.721 -4.892 -4.243
H: 3.316 -2.946 -2.870
H: 2.739 1.553 -1.091
H: 2.203 3.509 -2.483
H: 0.662 3.282 -4.407
H: -0.314 1.073 -4.945
H: 0.240 -0.897 -3.573
H: 3.425 -2.262 1.017
H: 5.855 -2.508 1.350
H: 7.429 -1.663 -0.356
H: 6.569 -0.590 -2.409
H: 4.142 -0.363 -2.761
C: 0.549 0.322 4.213
N: 0.020 -0.714 3.291
C: -1.417 -0.906 3.596
N: -1.625 -1.299 4.979
C: -1.063 -0.258 5.847
N: 0.369 -0.056 5.604
C: 1.061 -1.329 5.832
N: 0.548 -2.394 4.963
C: 0.725 -1.986 3.581
C: -0.889 -2.545 5.221
H: 0.027 1.260 4.016
H: 1.611 0.462 4.001
H: -1.814 -1.679 2.934
H: -1.942 0.032 3.395
H: -1.210 -0.548 6.888
H: -1.592 0.680 5.670
H: 0.927 -1.625 6.873
H: 2.127 -1.194 5.644
H: 0.332 -2.761 2.919
H: 1.786 -1.847 3.367
H: -1.033 -2.846 6.259
H: -1.287 -3.329 4.574
N: -1.212 0.804 -0.383
S: -2.419 1.718 0.124
C: -1.990 3.441 -0.108
C: -0.652 3.787 -0.177
C: -0.306 5.128 -0.288
C: -1.292 6.102 -0.319
C: -2.632 5.741 -0.241
C: -2.989 4.407 -0.135
C: -3.750 1.580 -1.047
C: -4.946 1.034 -0.611
C: -5.982 0.866 -1.523
C: -5.803 1.234 -2.846
C: -4.593 1.773 -3.274
C: -3.559 1.951 -2.373
H: -0.920 1.048 -1.330
H: 0.111 3.019 -0.165
H: 0.737 5.406 -0.352
H: -1.019 7.145 -0.408
H: -3.403 6.499 -0.270
H: -4.034 4.124 -0.090
H: -5.071 0.746 0.426
H: -6.925 0.449 -1.196
H: -6.611 1.105 -3.554
H: -4.463 2.059 -4.309
H: -2.615 2.381 -2.691

Results of the natural (NBO) charge analysis, in e, for atoms 1 through 5:
1 Hg 0.746
2 N -0.823
3 C 0.284
4 C -0.281
5 C -0.156

***

No. 4
Density functional theory data (ωB97M-V/def2-TZVPD) for a molecular structure, C12H20CuN2O2.

As for the expectation value of S²: 0.7664. The relative energy (zero: lowest compared OMol25 entry of this formula, charge and spin) is 11.1 kJ/mol. The value obtained for the LUMO energy (alpha / beta) is 0.53 / -0.60 eV. The calculation puts the HOMO energy (alpha / beta) at -0.269 / -0.267 Eh. For the HOMO-LUMO gap (alpha / beta), the calculation gives 7.8 / 6.7 eV. Its multiplicity is 2.

Element x y z (Å)
C: -1.257 -0.711 -1.033
C: 1.542 -0.100 -1.742
C: -1.824 0.252 -1.933
H: -1.782 -1.036 -0.127
C: 1.246 1.235 -1.380
H: 2.602 -0.368 -1.678
H: -2.018 -0.323 -2.884
H: 2.089 1.814 -0.971
C: -1.111 1.500 -2.521
H: -1.854 2.313 -2.589
H: -0.829 1.233 -3.556
C: -0.465 -1.758 -1.781
H: -1.109 -2.219 -2.550
H: -0.106 -2.580 -1.150
C: 0.715 -1.069 -2.551
H: 0.322 -0.614 -3.474
H: 1.405 -1.867 -2.868
C: 0.164 2.130 -1.929
H: 0.598 2.694 -2.775
H: -0.070 2.895 -1.170
Cu: 0.603 0.000 -0.173
H: -2.916 0.328 -1.674
C: 0.768 -1.500 3.799
C: 0.570 -0.695 2.570
N: 0.942 -1.150 1.377
O: 1.390 -2.481 1.455
C: -0.056 0.580 2.526
C: -0.571 1.368 3.662
N: -0.200 1.064 1.267
O: -0.857 2.127 1.051
H: 1.239 -2.453 3.555
H: -0.191 -1.689 4.298
H: 1.396 -0.959 4.517
H: 1.741 -2.714 0.572
H: -0.068 2.341 3.713
H: -1.640 1.567 3.541
H: -0.410 0.845 4.605

Results of the natural (NBO) charge analysis, in e, for atoms 1 through 5:
1 C -0.211
2 C -0.410
3 C -0.494
4 H 0.221
5 C -0.296